No. 1
Here is 3 unconnected molecules or ions with the total composition C15H37FO12P3 at a distorted geometry from OMol25. Energies are from ωB97M-V/def2-TZVPD.

```
! RIJCOSX wB97M-V def2-TZVPD def2/J DEFGRID3
* xyz -1 1
C 1.167 1.120 -1.955
C -0.258 0.591 -1.372
C -0.183 0.224 0.181
O -1.476 0.152 0.864
P -0.933 -0.351 2.477
F -0.613 -0.459 4.211
O 0.697 -0.927 2.114
C 0.566 -1.111 0.664
C 1.839 -1.660 -0.147
C 1.427 -2.832 -1.194
C 1.761 -2.441 -2.723
O 1.591 -3.647 -3.526
C 0.290 -3.712 -4.083
C -0.285 -2.648 -5.142
O -0.469 -4.653 -3.758
H 1.708 1.791 -1.211
H 1.781 0.230 -2.308
H 0.923 1.739 -2.882
H -0.720 -0.212 -2.038
H -0.957 1.507 -1.450
H 0.418 1.114 0.608
H -0.568 1.041 2.602
H -2.262 0.005 2.911
H -1.420 -1.708 2.392
H -0.198 -1.962 0.611
H 2.522 -2.186 0.620
H 2.488 -0.850 -0.621
H 0.295 -3.044 -1.151
H 1.943 -3.819 -0.907
H 1.006 -1.631 -3.009
H 2.823 -2.021 -2.767
H -1.007 -3.194 -5.838
H -0.761 -1.744 -4.638
H 0.564 -2.261 -5.810
C -4.243 -0.766 -0.030
O -4.865 -0.959 1.243
P -6.565 -0.692 1.249
O -6.589 -0.688 2.775
O -6.841 -2.206 0.682
C -6.348 -3.312 1.422
O -8.236 -0.349 1.083
C -8.906 0.333 2.125
H -3.177 -0.972 0.065
H -4.674 -1.446 -0.773
H -4.376 0.269 -0.354
H -6.144 -3.063 2.464
H -5.430 -3.675 0.953
H -7.094 -4.108 1.393
H -8.349 1.223 2.429
H -9.062 -0.335 2.973
H -9.886 0.642 1.752
C 8.109 4.247 0.143
O 6.811 3.790 -0.234
P 5.914 3.063 1.047
O 4.896 2.512 0.054
O 5.437 4.534 1.593
C 4.739 5.398 0.708
O 5.183 2.341 2.417
C 4.402 1.170 2.250
H 8.585 4.701 -0.727
H 8.037 4.993 0.939
H 8.718 3.404 0.481
H 4.284 4.865 -0.127
H 5.433 6.148 0.321
H 3.953 5.905 1.269
H 4.942 0.430 1.655
H 3.442 1.413 1.793
H 4.206 0.750 3.239
*
```

The orbital gap comes out at 3.7 eV. For the LUMO energy, the calculation gives -0.65 eV. The HOMO energy is -4.4 eV.

***

No. 2
Here is a molecular structure, C15H37N7O18 at a distorted geometry from OMol25. Energies are from ωB97M-V/def2-TZVPD.

```
! RIJCOSX wB97M-V def2-TZVPD def2/J DEFGRID3
* xyz 0 1
C -0.204 2.284 -1.337
N -0.955 3.202 -2.207
O -0.244 3.865 -2.936
O -2.207 3.355 -2.081
H -0.909 2.172 -0.513
H 0.724 2.751 -1.008
H -0.014 1.321 -1.809
C -2.858 1.200 3.346
N -3.057 -0.300 3.197
O -4.193 -0.769 3.424
O -2.114 -1.014 2.940
H -2.337 1.379 4.286
H -3.825 1.690 3.230
H -2.154 1.316 2.523
C -0.656 3.923 1.989
N -1.270 2.964 1.000
O -2.240 3.328 0.368
O -0.738 1.846 0.825
H -0.617 3.411 2.951
H -1.315 4.787 2.081
H 0.318 4.135 1.549
C 0.237 -2.490 3.390
N 1.310 -2.427 4.438
O 1.006 -2.471 5.623
O 2.462 -2.150 4.077
H -0.283 -3.444 3.302
H 0.791 -2.259 2.479
H -0.439 -1.673 3.639
C -3.348 -1.886 0.855
N -2.807 -2.039 -0.505
O -3.591 -2.372 -1.369
O -1.594 -1.951 -0.621
H -2.762 -1.184 1.448
H -3.473 -2.845 1.359
H -4.370 -1.540 0.701
C -0.221 0.084 5.299
N 0.108 0.393 3.919
O 1.224 -0.029 3.552
O -0.599 1.107 3.222
H -1.306 0.026 5.217
H -0.035 0.943 5.944
H 0.223 -0.871 5.579
C -0.640 -0.311 1.515
N 0.207 -0.247 0.261
O -0.247 0.179 -0.784
O 1.324 -0.763 0.301
H -0.113 -0.951 2.222
H -1.632 -0.648 1.215
H -0.613 0.660 2.009
O 3.605 2.174 -4.351
C 4.157 1.233 -3.703
O 3.546 0.590 -2.681
C 2.243 0.875 -2.328
C 1.900 0.086 -1.088
C 5.431 0.573 -4.156
H 1.615 0.428 -3.099
H 1.921 1.911 -2.217
H 2.040 -0.966 -1.337
H 0.846 0.210 -0.842
H 2.390 0.374 -0.158
H 5.606 0.739 -5.219
H 5.423 -0.508 -4.011
H 6.296 0.970 -3.624
O -1.681 -1.109 -4.790
C -1.073 -1.307 -3.731
O 0.227 -1.679 -3.552
C 1.023 -2.136 -4.586
C 2.370 -2.443 -3.970
C -1.808 -0.997 -2.403
H 1.065 -1.354 -5.344
H 0.602 -3.051 -5.003
H 2.796 -1.517 -3.583
H 3.030 -2.757 -4.778
H 2.293 -3.251 -3.243
H -1.193 -0.316 -1.815
H -1.865 -1.946 -1.871
H -2.759 -0.510 -2.619
*
```

The orbital gap comes out at 5.5 eV. For the LUMO energy, the calculation gives -2.19 eV. The HOMO energy is -7.7 eV. The calculation puts the energy relative to the best compared isomer or geometry (same formula, charge and spin) at 2442.6 kJ/mol.

***

No. 3
Here is a molecular structure, C15H38BrGeIN4PtSSi3 at a distorted geometry from OMol25. Energies are from ωB97M-V/def2-TZVPD.

```
! RIJCOSX wB97M-V def2-TZVPD def2/J DEFGRID3
* xyz 3 2
Pt 0.673 0.017 -1.505
Br 1.634 2.139 -1.773
I -4.003 2.733 -4.382
C -2.219 1.781 -4.046
C -1.083 1.759 -4.850
N -0.167 1.016 -4.236
N -0.638 0.491 -3.075
C -1.880 0.996 -2.958
H -0.892 2.199 -5.816
H 0.745 0.761 -4.584
H -2.475 0.748 -2.098
C -1.104 -0.518 4.079
Si 0.247 -0.869 2.870
C 0.519 -2.659 2.456
C 1.774 0.130 3.162
Ge -0.778 -0.191 0.451
Si -2.406 -2.108 -0.384
C -1.274 -3.511 -0.804
C -3.531 -1.602 -1.758
C -3.179 -2.125 1.303
Si -1.651 2.306 1.195
C -0.176 3.051 2.016
C -3.096 1.853 2.254
C -2.098 3.034 -0.442
H -0.766 -0.911 5.045
H -2.054 -1.000 3.853
H -1.257 0.551 4.216
H 1.202 -3.050 3.221
H 0.996 -2.827 1.492
H -0.400 -3.243 2.508
H 2.087 -0.073 4.193
H 1.616 1.203 3.078
H 2.583 -0.177 2.505
H -0.529 -3.212 -1.542
H -1.863 -4.321 -1.248
H -0.768 -3.919 0.070
H -3.055 -1.681 -2.735
H -3.990 -0.619 -1.649
H -4.356 -2.326 -1.731
H -2.517 -2.534 2.065
H -4.043 -2.798 1.224
H -3.565 -1.160 1.634
H -0.015 2.646 3.015
H -0.358 4.125 2.126
H 0.727 2.935 1.415
H -2.831 1.287 3.141
H -3.863 1.314 1.695
H -3.556 2.790 2.592
H -1.268 3.040 -1.148
H -2.356 4.081 -0.239
H -2.973 2.573 -0.898
C 5.582 -1.409 -2.527
N 4.251 -1.474 -1.922
C 3.809 -0.633 -1.005
S 2.246 -1.058 -0.252
N 4.554 0.373 -0.606
C 4.287 1.334 0.463
H 5.702 -2.266 -3.182
H 6.352 -1.458 -1.756
H 5.694 -0.499 -3.117
H 3.638 -2.235 -2.168
H 5.450 0.476 -1.066
H 3.247 1.264 0.761
H 4.486 2.336 0.091
H 4.936 1.123 1.311
*
```

The orbital gap (alpha / beta) comes out at 5.1 / 5.0 eV. For the LUMO energy (alpha / beta), the calculation gives -11.18 / -11.31 eV. The HOMO energy (alpha / beta) is -16.3 / -16.3 eV. The calculation puts the energy relative to the best compared isomer or geometry (same formula, charge and spin) at 0.0 kJ/mol.

***

No. 4
Here is a molecular structure, C15H39BN2P2Sm at a distorted geometry from OMol25. Energies are from ωB97M-V/def2-TZVPD.

```
! RIJCOSX wB97M-V def2-TZVPD def2/J DEFGRID3
* xyz 2 7
Sm 0.460 -0.037 -0.924
H 1.250 0.002 -3.849
H -1.837 -0.477 -2.388
P 0.884 -2.784 -1.010
P 0.756 2.737 -0.971
C 2.428 3.410 -0.695
H 2.391 4.506 -0.659
H 2.817 3.023 0.256
H 3.099 3.090 -1.502
C 0.239 3.583 -2.523
H -0.846 3.745 -2.524
H 0.749 4.553 -2.610
H 0.503 2.947 -3.381
C -0.212 3.633 0.300
H 0.111 3.312 1.300
H -0.054 4.714 0.197
H -1.280 3.404 0.194
C 1.376 -3.456 -2.653
H 1.362 -4.557 -2.596
H 0.679 -3.084 -3.419
H 2.388 -3.095 -2.890
C 2.089 -3.601 0.098
H 1.850 -3.356 1.151
H 2.034 -4.696 -0.067
H 3.103 -3.226 -0.130
C -0.638 -3.752 -0.644
H -1.386 -3.578 -1.431
H -0.367 -4.819 -0.598
H -1.054 -3.420 0.320
H -2.594 -0.790 -3.880
H -2.361 0.763 -3.441
H -0.506 1.009 -4.749
H -0.388 -1.176 -4.759
B -0.608 -0.095 -4.292
N -1.910 -0.160 -3.416
H 1.999 0.108 -3.663
H 1.404 0.134 0.825
C 0.235 1.172 3.814
N 0.807 -0.006 3.120
C 1.982 -0.549 3.834
C -0.225 -1.089 2.841
C -1.389 -0.526 2.093
C -2.594 -0.374 2.795
C -3.673 0.276 2.200
C -3.547 0.781 0.905
C -2.338 0.606 0.186
C -1.277 -0.092 0.773
H -0.235 0.827 4.748
H -0.510 1.666 3.190
H 1.047 1.865 4.042
H 1.171 0.275 2.149
H 1.666 -0.966 4.803
H 2.429 -1.326 3.215
H 2.691 0.265 3.985
H 0.307 -1.876 2.299
H -0.505 -1.489 3.828
H -2.686 -0.744 3.819
H -4.602 0.404 2.764
H -4.390 1.323 0.448
H -2.291 1.062 -0.827
*
```

The orbital gap (alpha / beta) comes out at 5.8 / 8.5 eV. For the LUMO energy (alpha / beta), the calculation gives -6.39 / -5.90 eV. The HOMO energy (alpha / beta) is -12.2 / -14.4 eV. The calculation puts the energy relative to the best compared isomer or geometry (same formula, charge and spin) at 0.0 kJ/mol.